Formula: C6H8BrN
Source: the Open Molecules 2025 dataset
Level of theory: ωB97M-V/def2-TZVPD

Results
* molar mass: 174.04 g mol⁻¹
* gap between HOMO and LUMO (alpha / beta): 0.255 / 0.300 Eh
* lowest unoccupied orbital energy (alpha / beta): -0.3074 / 0.4862 eV
* E_tot: -2861.9955 a.u.
* HOMO energy (alpha / beta): -7.25 / -7.67 eV
* ΔE to the lowest compared entry with this formula, charge and spin: 97.1 kcal per mole

Last column: natural (NBO) charge in e.
Geometry (Å):
C1 -1.660 -1.917 -0.813  0.16
C2 0.071 -0.094 0.246  -0.17
C3 1.335 0.460 0.338  -0.11
C4 -0.283 -1.420 0.924  -0.27
C5 -0.961 0.635 -0.467  -0.27
C6 1.694 1.844 -0.289  -0.66
N1 -1.043 -2.341 0.148  -0.40
Br1 -2.767 0.687 0.302  -0.02
H1 -2.481 -2.090 -1.458  0.20
H2 2.274 0.060 0.609  0.20
H3 0.587 -2.009 1.222  0.22
H4 -1.039 -1.495 1.858  0.24
H5 -0.956 1.321 -1.269  0.21
H6 0.900 2.548 -0.031  0.22
H7 1.620 1.580 -1.347  0.22
H8 2.710 2.232 0.027  0.22